[1]
Computed, not measured: 2 unconnected molecules or ions with the total composition C22H25N2O2 in a non-equilibrium geometry, with ωB97M-V with the def2-TZVPD basis set.

Structure (XYZ):
```
51
Properties=species:S:1:pos:R:3:forces:R:3
C -1.098897 -6.668411 1.418297 -0.05 0.11 0.00
O -1.815547 -5.599213 2.079093 0.21 1.46 -0.69
C -1.673189 -4.318353 1.649383 0.40 -0.80 0.33
C -2.349827 -3.320461 2.399863 0.03 -0.22 -0.01
C -2.160277 -1.994663 2.110444 0.00 -0.04 -0.17
C -1.274634 -1.573910 1.063460 -0.32 0.05 -0.10
C -1.003849 -0.190287 0.911484 -0.32 -0.68 -0.82
C -0.064089 0.419937 0.031547 0.45 0.43 0.03
C -0.224922 1.806421 -0.260734 -0.16 -0.06 0.27
C 0.602831 2.465568 -1.145062 0.05 -0.09 -0.11
C 1.584101 1.732392 -1.827878 0.20 0.52 -1.04
O 2.361754 2.384683 -2.782188 -0.29 -0.44 1.10
C 1.959846 2.311610 -4.123141 -0.53 -0.08 -0.41
C 1.383079 3.454350 -4.688973 0.02 -0.55 0.20
C 0.893368 3.380543 -5.992226 0.20 0.01 -0.01
C 1.036455 2.202949 -6.732156 0.04 -0.05 0.08
C 1.649909 1.083165 -6.160893 0.03 0.08 0.08
C 2.114426 1.124265 -4.843046 -0.17 0.44 0.09
C 1.799576 0.376426 -1.557246 -0.15 -0.08 0.34
C 1.034926 -0.246301 -0.581225 -0.09 -0.12 -0.42
C -0.771473 -2.598636 0.203874 0.18 -0.31 0.32
C -0.894181 -3.939661 0.524932 -0.15 0.11 0.06
H -1.424831 -7.563740 1.949138 0.13 0.12 -0.19
H -1.369012 -6.737963 0.354663 -0.01 0.05 0.35
H -0.011731 -6.543461 1.524487 -0.33 0.05 0.02
H -2.989868 -3.646304 3.216979 0.10 0.11 -0.20
H -2.722084 -1.236339 2.661068 0.33 -0.23 0.02
H -1.685301 0.488614 1.425021 0.27 -0.06 0.03
H -1.052978 2.343510 0.206402 0.31 -0.11 -0.05
H 0.488485 3.531694 -1.348408 0.01 -0.39 0.01
H 1.300719 4.359191 -4.084896 0.00 -0.25 -0.22
H 0.406198 4.257864 -6.424327 0.20 -0.33 0.06
H 0.674113 2.160240 -7.762290 0.11 0.00 0.39
H 1.771621 0.162543 -6.735365 -0.07 0.33 0.13
H 2.581132 0.259858 -4.365244 -0.14 0.28 -0.28
H 2.566518 -0.164553 -2.112801 -0.14 0.20 0.37
H 1.264770 -1.278190 -0.323790 0.04 0.37 0.03
H -0.309569 -2.328063 -0.742747 -0.03 -0.12 0.32
H -0.395673 -4.698203 -0.082889 -0.37 0.31 0.10
C 1.092214 2.436096 4.292337 -0.31 0.13 0.31
N -0.225498 2.006514 3.847287 -0.08 1.44 -0.87
C -1.324831 2.638774 4.563525 0.44 0.06 0.21
N -0.339115 0.612685 3.902632 0.06 -1.47 0.88
H 1.154378 3.516427 4.118045 0.14 -0.27 -0.01
H 1.272917 2.250607 5.367852 -0.07 -0.10 -0.22
H 1.867714 1.922806 3.712347 -0.14 0.16 0.05
H -1.244731 3.718729 4.394734 -0.17 -0.24 0.02
H -2.279868 2.274463 4.167920 0.13 0.13 0.04
H -1.299914 2.457739 5.654833 0.00 -0.10 -0.23
H -1.255513 0.321809 3.574852 0.29 0.12 -0.08
H 0.400355 0.184241 3.351027 -0.26 0.08 -0.11
```
Forces are in eV/Å.

As for the total charge: +1. For the HOMO energy, the calculation gives -10.054 eV. Its maximum force is 1.7 eV Å⁻¹.

Atom charges from the Mulliken analysis, given in e for atoms 1 to 5:
1. C -0.80
2. O -0.40
3. C 0.91
4. C -0.71
5. C -0.59

[2]
Computed, not measured: C22H25N3O2 in the gas phase, with ωB97M-V with the def2-TZVPD basis set.

Structure (XYZ):
```
52
Properties=species:S:1:pos:R:3:forces:R:3
N 5.324432 1.156872 5.165236 0.32 0.16 0.08
C 4.326224 0.661127 4.897313 0.48 0.24 0.13
C 3.091247 0.048611 4.579133 -0.80 -0.42 -0.21
C 2.111661 -0.084168 5.564989 0.06 0.02 -0.05
C 0.909721 -0.684018 5.245636 -0.02 0.00 0.08
C 0.679851 -1.148294 3.959699 0.13 0.01 -0.08
C 1.651471 -1.024505 2.974684 -0.12 -0.03 0.14
C 1.422938 -1.544642 1.578912 0.06 0.02 -0.15
N 1.907435 -0.594083 0.596722 0.09 -0.09 0.10
C 2.228507 -1.150358 -0.696222 0.00 -0.14 -0.08
C 1.029712 -1.563311 -1.573268 0.20 0.01 -0.08
C 0.446015 -0.384313 -2.323363 -0.03 -0.33 0.14
O 0.555259 -0.291292 -3.534488 0.21 -0.07 -0.41
N -0.184547 0.559188 -1.584493 -0.21 0.20 -0.13
C -0.728398 1.712586 -2.283517 0.08 0.35 -0.08
C 0.079919 2.978505 -1.959731 -0.40 -0.14 -0.17
O 1.460092 2.771142 -2.116401 0.41 -0.04 -0.16
C -2.233076 1.892283 -2.022845 0.25 -0.11 -0.09
C -2.940437 0.570167 -2.147097 -0.11 0.12 0.04
C -3.495205 -0.049074 -1.035530 0.00 0.06 -0.03
C -4.098377 -1.290271 -1.145423 -0.04 -0.10 0.07
C -4.149728 -1.930144 -2.371066 -0.05 -0.10 0.03
C -3.604535 -1.317485 -3.486981 0.01 -0.03 -0.08
C -3.006383 -0.075997 -3.375794 -0.03 0.01 0.05
C -0.244736 0.516477 -0.139520 0.38 -0.12 0.26
C 1.140717 0.630443 0.526465 -0.17 0.18 0.07
C 2.860914 -0.422163 3.289216 -0.03 0.02 0.19
H 2.301442 0.282362 6.562730 0.02 0.03 0.05
H 0.144685 -0.789624 6.000273 -0.05 0.00 0.06
H -0.265934 -1.614242 3.721500 -0.09 -0.04 -0.05
H 2.000515 -2.467321 1.457541 -0.10 0.01 -0.06
H 0.358199 -1.807551 1.462196 0.08 -0.05 0.02
H 2.864882 -2.023986 -0.530746 -0.01 0.06 -0.06
H 2.819935 -0.404502 -1.236716 0.04 -0.08 -0.03
H 0.262588 -2.050294 -0.968917 -0.03 -0.06 0.04
H 1.369601 -2.271545 -2.329937 -0.11 0.07 0.01
H -0.583258 1.476961 -3.345354 -0.07 0.12 0.24
H -0.056118 3.279902 -0.917643 -0.10 0.02 -0.02
H -0.270973 3.798018 -2.604398 -0.05 -0.06 0.15
H 1.614673 2.359569 -2.975816 0.01 0.00 0.05
H -2.403300 2.318354 -1.031999 -0.06 0.05 0.01
H -2.621041 2.599141 -2.759251 -0.01 0.07 0.06
H -3.461804 0.445377 -0.074225 0.02 0.07 0.09
H -4.527420 -1.758502 -0.271074 -0.04 -0.04 0.06
H -4.615200 -2.900842 -2.457256 -0.04 -0.07 -0.01
H -3.643647 -1.809699 -4.447240 0.00 -0.04 -0.09
H -2.582000 0.393159 -4.250707 0.09 0.05 -0.11
H -0.854222 1.356389 0.190500 -0.05 -0.04 0.01
H -0.749884 -0.400862 0.181448 -0.07 0.12 0.07
H 1.011983 0.995699 1.548847 -0.01 0.06 -0.03
H 1.731153 1.363871 -0.030376 -0.10 0.05 0.06
H 3.614454 -0.313115 2.524357 0.06 0.04 -0.06
```
Forces are in eV/Å.

Its SMILES is N#Cc1cccc(CN2CCC(=O)N([C@H](CO)Cc3ccccc3)CC2)c1. As for the total charge: 0. For the HOMO energy, the calculation gives -8.657 eV. Its maximum force is 0.9 eV Å⁻¹.

Atom charges from the Mulliken analysis, given in e for atoms 1 to 5:
1. N -0.51
2. C -0.01
3. C 0.33
4. C -0.65
5. C -0.66

[3]
Computed, not measured: C22H25N3O5S2 in the gas phase in a non-equilibrium geometry, with ωB97M-V with the def2-TZVPD basis set.

Structure (XYZ):
```
57
Properties=species:S:1:pos:R:3:forces:R:3
C 2.819989 2.149205 2.358231 0.21 -0.18 -0.08
C 3.671461 1.098750 1.649380 -0.02 0.68 0.15
N 2.851819 0.017218 1.144841 -0.12 -0.13 -1.10
C 2.822786 -1.236589 1.866497 0.00 -0.60 -0.07
C 4.093277 -2.064139 1.692604 -0.21 0.16 0.08
S 2.752445 -0.066590 -0.518740 -0.12 0.33 0.30
O 2.090036 -1.297597 -0.847504 -0.08 0.00 0.26
O 4.015355 0.216034 -1.143874 -0.10 0.23 0.07
C 1.624276 1.282647 -0.838428 0.30 -0.27 -0.02
C 2.012364 2.453036 -1.459341 0.26 -0.04 -0.05
C 1.058934 3.440917 -1.659480 0.05 -0.14 0.04
C -0.258952 3.246079 -1.282281 -0.10 0.12 -0.05
C -0.645055 2.048675 -0.679166 0.47 0.12 -0.06
N -1.958836 1.742161 -0.332967 0.00 -0.40 0.13
C -3.025808 2.571557 -0.284797 -0.23 -0.43 0.36
O -3.020207 3.757743 -0.525451 -0.12 0.28 -0.11
C -4.323154 1.857405 0.108048 -0.33 0.42 -0.42
O -4.100516 0.730496 0.945553 0.26 0.22 0.33
C -4.585630 -0.454541 0.543926 -0.36 -0.46 -0.13
O -5.202495 -0.620815 -0.471143 -0.04 -0.02 0.04
C -4.292305 -1.535114 1.565005 0.11 0.06 -0.09
C -2.794314 -1.628966 1.889176 -0.23 0.04 0.14
C -2.013339 -1.891782 0.649847 0.48 -0.56 0.07
N -2.014651 -1.100383 -0.359775 -0.45 0.26 0.31
C -1.241853 -1.562928 -1.390793 0.54 -0.81 -0.33
C -1.033006 -0.923467 -2.608402 -0.03 -0.03 0.04
C -0.192990 -1.515097 -3.525361 -0.04 0.13 -0.06
C 0.437232 -2.726787 -3.250959 0.05 -0.18 0.04
C 0.239792 -3.379316 -2.051935 0.04 -0.07 -0.14
C -0.601421 -2.789575 -1.126863 -0.29 0.24 0.13
S -1.032470 -3.335874 0.466656 -0.19 0.45 -0.16
C 0.326232 1.080568 -0.430762 -0.22 0.13 0.02
H 2.301185 1.705985 3.204584 -0.08 -0.01 0.12
H 3.452421 2.955798 2.719562 0.03 0.14 0.09
H 2.080001 2.560082 1.676263 -0.07 0.06 -0.05
H 4.429276 0.709961 2.335692 0.02 -0.06 -0.15
H 4.187469 1.544892 0.795970 0.17 0.06 0.24
H 2.638923 -1.015789 2.921936 -0.07 0.05 -0.09
H 1.973813 -1.795239 1.468239 -0.01 -0.07 0.26
H 4.962539 -1.532471 2.073183 0.12 0.00 0.03
H 4.000553 -3.007586 2.224606 0.05 -0.12 0.05
H 4.244199 -2.263677 0.634638 0.08 -0.11 -0.06
H 3.036148 2.570065 -1.775507 0.13 0.07 -0.06
H 1.340982 4.370280 -2.130296 0.02 0.08 -0.04
H -0.997614 4.011596 -1.455408 -0.02 0.01 0.00
H -2.121083 0.741851 -0.159719 -0.10 0.31 -0.04
H -4.838267 1.532750 -0.805700 0.11 0.12 0.18
H -4.961013 2.569290 0.639799 0.18 -0.09 -0.09
H -4.658141 -2.480833 1.164019 -0.03 0.11 0.00
H -4.843521 -1.298773 2.476817 -0.03 -0.01 -0.01
H -2.622409 -2.430270 2.608168 -0.01 0.09 0.06
H -2.466670 -0.682699 2.327738 0.06 -0.11 0.02
H -1.522704 0.015891 -2.810877 -0.06 0.12 -0.04
H -0.013250 -1.028398 -4.471919 0.01 0.04 -0.08
H 1.098384 -3.159595 -3.985540 0.07 -0.04 -0.07
H 0.734079 -4.311681 -1.831597 0.09 -0.10 -0.02
H 0.085679 0.155620 0.063624 -0.17 -0.10 0.11
```
Forces are in eV/Å.

Its SMILES is CCN(CC)S(=O)(=O)c1cccc(NC(=O)COC(=O)CCc2nc3ccccc3s2)c1. As for the total charge: 0. For the HOMO energy, the calculation gives -8.732 eV. Its maximum force is 1.1 eV Å⁻¹.

Atom charges from the Mulliken analysis, given in e for atoms 1 to 5:
1. C -1.03
2. C -0.75
3. N 0.36
4. C -0.40
5. C -1.14

[4]
Computed, not measured: C22H25N3O6 in the gas phase in a non-equilibrium geometry, with ωB97M-V with the def2-TZVPD basis set.

Structure (XYZ):
```
56
Properties=species:S:1:pos:R:3:forces:R:3
C 0.919148 -3.760556 -6.862060 0.69 -3.28 5.42
O 1.549016 -3.134485 -5.714958 1.29 -0.84 -2.68
C 0.674364 -2.655899 -4.825047 -4.97 -1.89 0.12
C 1.372217 -1.910499 -3.891345 11.29 -2.46 0.16
N 0.807288 -1.386045 -2.829975 -1.33 2.59 0.70
C 0.688098 -2.170159 -1.819783 -3.94 -10.37 10.06
O 0.989276 -3.509910 -1.615066 0.37 6.55 -2.92
N -0.233360 -1.911487 -0.670728 1.30 6.15 -6.97
C -0.744463 -0.506065 -0.600198 3.36 -8.58 -1.55
C -1.298590 -0.250143 0.535280 -5.45 4.53 3.90
C -1.900494 1.036426 0.500154 -0.04 4.96 -0.14
C -2.355048 1.666407 1.818370 -4.26 -6.81 0.74
O -3.118031 0.803032 2.543592 3.71 4.55 -2.17
N -2.079838 2.923006 2.068272 -5.69 -3.71 7.39
C -2.064621 3.412445 3.472954 -13.82 -4.60 -1.45
C -0.886897 3.635288 3.921276 12.36 -0.29 7.21
C 0.092088 2.299926 3.508219 2.20 8.91 -4.62
C 1.036624 2.729042 2.284910 -4.04 0.77 5.93
C 1.616255 1.731613 1.707082 1.00 -6.58 -1.41
C 1.311873 0.232285 2.072706 -0.05 3.03 -0.93
O 1.975966 -0.842489 1.303581 -2.37 3.20 3.24
C 2.852901 -0.359628 0.369054 1.96 -4.43 -4.67
C 0.273124 -0.025239 3.013499 5.52 4.58 -2.45
O 0.099726 -1.244575 3.189051 -0.56 -6.44 3.03
C -0.762715 -1.706507 4.308277 -3.46 2.49 -8.36
C -0.179932 1.081685 3.775706 -1.68 -3.57 0.70
C -1.885070 2.126823 -0.627380 6.37 -14.90 -0.17
C -0.936696 1.570265 -1.609164 -3.85 5.00 -2.50
C -0.596586 0.239777 -1.698428 3.12 2.79 -2.94
C 0.399174 -0.097934 -2.933516 -4.81 3.14 1.96
O 0.473564 0.676984 -3.881799 0.90 -2.12 1.52
H 0.333618 -4.650955 -6.363658 1.06 1.21 -1.74
H 1.630379 -3.957866 -7.589585 1.68 -1.14 -0.85
H 0.309081 -3.127604 -7.300801 -3.54 3.20 -1.83
H 0.133737 -3.551356 -4.173241 0.57 2.01 -1.88
H -0.023759 -1.861464 -5.242554 -0.28 -1.42 -0.22
H 2.321156 -2.695825 -3.387831 -2.72 1.90 -1.57
H 2.059870 -1.158579 -4.275628 -0.38 0.08 -0.93
H -0.153167 -2.478712 0.093192 0.58 -1.62 2.16
H -1.663061 -0.861396 1.400249 1.16 0.26 -1.06
H -1.590347 3.441445 1.559348 5.28 4.71 -5.92
H -2.880622 4.078967 3.736971 0.31 1.54 -1.05
H -2.794659 2.631596 4.169143 2.66 0.67 -2.14
H -0.811379 3.584507 5.106160 -0.56 0.32 -2.17
H -0.457925 4.659812 3.743984 0.23 -1.17 -0.53
H 1.085907 3.811756 2.207403 0.51 -0.36 -0.65
H 2.282286 1.762466 0.872027 0.40 0.67 -0.28
H 3.935764 -0.036469 0.662680 -2.32 0.11 -0.14
H 3.069144 -1.529677 -0.122193 0.06 3.33 0.74
H 2.350605 0.152207 -0.589745 1.16 -0.38 2.37
H -0.753630 -1.425303 5.238086 1.99 1.63 5.33
H -1.609789 -0.992690 3.896620 -0.11 -2.30 1.45
H -0.958582 -2.720525 4.115283 -0.16 -1.10 -0.09
H -0.994200 0.940918 4.439037 -0.62 -0.47 0.89
H -2.112099 2.999036 -0.410251 -2.32 8.07 1.35
H -0.796694 2.292328 -2.597233 0.22 -2.13 2.61
```
Forces are in eV/Å.

Its SMILES is COCCn1c(=O)[nH]c2cc(C(=O)NCCc3ccc(OC)c(OC)c3)ccc2c1=O. As for the total charge: 0. For the HOMO energy, the calculation gives -7.702 eV. Its maximum force is 16.2 eV Å⁻¹.

Atom charges from the Mulliken analysis, given in e for atoms 1 to 5:
1. C -0.80
2. O -0.30
3. C -0.09
4. C -1.58
5. N 0.41

Looking at energy above the lowest of the compared OMol25 structures with the same formula, charge and spin for the records above, in order, we have 283.73; 186.84; 0.00; 1830.14 kJ/mol.